(1)
Computed, not measured: a molecular structure, C28H39ClN5O4SZr, with ωB97M-V with the def2-TZVPD basis set.

Its LUMO energy is -0.090 Ha. For the orbital gap, the calculation gives 8.3624 eV. As for the charge: +1.

```
79
C28H39ClN5O4SZr | OMol25 | ωB97M-V with the def2-TZVPD basis set
Zr 0.962 -1.327 -0.054
C -0.746 1.081 2.906
C 0.627 0.676 2.453
C 1.277 1.344 1.425
C 2.552 0.959 0.994
C 3.192 -0.111 1.602
C 2.559 -0.775 2.658
C 1.301 -0.382 3.074
H -1.318 0.213 3.235
H -1.295 1.576 2.105
H -0.682 1.777 3.745
H 0.793 2.187 0.954
H 3.046 1.509 0.204
H 4.183 -0.406 1.286
H 3.059 -1.596 3.152
H 0.808 -0.918 3.874
Cl -5.327 -4.479 3.206
C -3.827 -3.784 2.694
C -2.788 -3.627 3.609
C -1.588 -3.069 3.217
C -1.384 -2.648 1.895
O -0.246 -2.064 1.556
C -2.438 -2.825 0.981
C -2.278 -2.470 -0.416
O -1.257 -2.045 -0.934
C -3.651 -3.388 1.389
H -2.936 -3.942 4.634
H -0.791 -2.936 3.938
H -3.156 -2.650 -1.058
H -4.450 -3.519 0.668
O 1.208 -1.979 -1.627
C 5.781 -4.228 -1.206
N 4.715 -4.208 -0.209
C 4.640 -5.112 0.786
C 3.679 -5.055 1.730
C 2.679 -4.046 1.591
N 2.735 -3.156 0.600
C 3.809 -3.146 -0.280
O 4.026 -2.224 -1.032
N 1.640 -4.040 2.423
H 6.446 -5.059 -0.986
H 6.329 -3.290 -1.177
H 5.355 -4.345 -2.200
H 5.404 -5.877 0.790
H 3.622 -5.790 2.518
H 1.655 -4.637 3.230
H 0.916 -3.335 2.344
C -4.192 3.493 -1.946
C -4.520 2.052 -1.571
C -3.304 1.142 -1.420
C -2.344 1.533 -0.295
N -1.343 2.534 -0.678
C -0.203 2.258 -1.304
S 0.231 0.650 -1.780
N 0.640 3.248 -1.603
C 0.402 4.675 -1.393
C -0.564 5.324 -2.385
C -0.012 5.517 -3.797
C 0.179 4.233 -4.599
H -5.100 4.062 -2.144
H -3.571 3.533 -2.844
H -3.666 4.018 -1.143
H -5.172 1.626 -2.336
H -5.097 2.041 -0.641
H -2.736 1.095 -2.352
H -3.643 0.122 -1.225
H -1.802 0.654 0.050
H -2.889 1.949 0.555
H -1.597 3.503 -0.559
H 1.451 2.953 -2.123
H 1.374 5.166 -1.452
H 0.058 4.814 -0.363
H -0.836 6.298 -1.969
H -1.489 4.743 -2.438
H 0.931 6.069 -3.741
H -0.705 6.167 -4.335
H 1.002 3.620 -4.232
H 0.397 4.462 -5.642
H -0.723 3.616 -4.578
```



(2)
Computed, not measured: a molecular structure, C28H39F5HfN3O2SbSi at a distorted geometry, with ωB97M-V with the def2-TZVPD basis set.

Its LUMO energy is -0.229 Ha. For the orbital gap, the calculation gives 7.6084 eV. As for the charge: +2.

```
80
C28H39F5HfN3O2SbSi | OMol25 | ωB97M-V with the def2-TZVPD basis set
Hf -0.241 0.086 -0.325
C 1.262 0.996 -5.398
C 0.052 0.135 -5.055
C 0.360 -1.356 -5.077
Sb -0.807 0.709 -3.198
C -1.286 2.794 -3.248
C -0.036 3.598 -2.886
C -2.415 3.092 -2.273
C -2.776 -0.173 -3.218
C -2.777 -1.587 -2.642
C -3.380 -0.132 -4.619
H 1.617 0.732 -6.396
H 2.087 0.826 -4.703
H 1.032 2.062 -5.411
H -0.777 0.365 -5.729
H 1.190 -1.597 -4.409
H 0.656 -1.650 -6.086
H -0.496 -1.971 -4.798
H -1.593 3.042 -4.267
H 0.277 3.399 -1.855
H -0.241 4.668 -2.958
H 0.821 3.387 -3.527
H -2.136 2.838 -1.240
H -3.352 2.584 -2.499
H -2.622 4.165 -2.257
H -3.354 0.480 -2.562
H -2.047 -2.242 -3.121
H -3.761 -2.041 -2.776
H -2.562 -1.618 -1.567
H -2.838 -0.780 -5.312
H -3.400 0.872 -5.047
H -4.410 -0.492 -4.587
C 1.261 -4.395 -1.236
N 1.838 -3.367 -0.352
C 2.770 -3.669 0.609
C 3.284 -2.724 1.413
C 2.837 -1.373 1.251
N 1.872 -1.107 0.346
C 1.423 -2.093 -0.433
O 0.530 -1.728 -1.271
N 3.371 -0.388 1.941
H 1.923 -5.256 -1.218
H 1.199 -4.000 -2.245
H 0.272 -4.674 -0.882
H 3.066 -4.707 0.666
H 4.034 -2.978 2.148
H 4.107 -0.564 2.605
H 3.125 0.574 1.730
F -5.905 -1.277 3.057
C -4.673 -1.274 2.583
C -3.735 -2.171 3.084
F -4.094 -3.016 4.030
C -2.429 -2.191 2.604
F -1.549 -3.056 3.088
C -2.074 -1.297 1.614
O -0.856 -1.187 1.044
C -3.024 -0.420 1.142
F -2.533 0.430 0.150
C -4.324 -0.370 1.585
F -5.200 0.489 1.097
C -0.286 3.701 1.262
Si 0.621 2.068 1.317
C 0.713 1.475 3.090
C 2.337 2.332 0.578
C 3.316 3.140 1.170
C 4.552 3.341 0.569
C 4.839 2.741 -0.651
C 3.891 1.939 -1.273
C 2.666 1.746 -0.649
H 0.222 4.396 1.937
H -1.322 3.615 1.596
H -0.282 4.142 0.264
H 1.122 2.264 3.728
H 1.316 0.578 3.222
H -0.289 1.248 3.463
H 3.115 3.628 2.118
H 5.292 3.971 1.045
H 5.801 2.904 -1.119
H 4.112 1.473 -2.224
H 1.969 1.081 -1.186
```



(3)
Computed, not measured: a molecular structure, C28H39GeMnN5, with ωB97M-V with the def2-TZVPD basis set.

Its spin multiplicity is 4. Its LUMO energy (alpha / beta) is -0.217 / -0.229 Ha. For the orbital gap (alpha / beta), the calculation gives 8.2121 / 7.8907 eV. As for the charge: +2.

```
74
C28H39GeMnN5 | OMol25 | ωB97M-V with the def2-TZVPD basis set
Mn -0.536 0.501 0.296
C -2.670 2.433 0.989
C -2.397 2.673 -0.479
N -1.932 1.395 -1.088
C -3.073 0.468 -1.364
C -3.208 -0.633 -0.339
C -4.249 -1.542 -0.300
C -4.194 -2.556 0.647
C -3.110 -2.662 1.510
C -2.109 -1.715 1.413
C -0.820 -1.728 2.195
N -0.058 -0.451 2.040
C -0.275 0.504 3.165
C -1.550 1.277 2.913
N -1.429 1.880 1.567
N -2.202 -0.724 0.527
H -3.468 1.702 1.136
H -2.965 3.354 1.496
H -1.593 3.401 -0.604
H -3.279 3.054 -0.997
H -1.477 1.599 -1.971
H -2.914 0.013 -2.341
H -4.002 1.040 -1.430
H -5.079 -1.468 -0.990
H -4.996 -3.280 0.702
H -3.049 -3.463 2.234
H -0.184 -2.532 1.818
H -1.007 -1.921 3.254
H 0.927 -0.690 1.986
H 0.580 1.177 3.169
H -0.300 -0.028 4.118
H -1.714 2.041 3.675
H -2.422 0.620 2.906
H -0.750 2.638 1.618
N 0.209 -0.781 -0.812
C 0.898 -1.579 -1.504
C 1.641 -2.641 -0.752
C 2.413 -2.286 0.353
C 3.060 -3.266 1.092
C 2.918 -4.603 0.739
C 2.151 -4.956 -0.363
C 1.522 -3.977 -1.119
C 0.976 -1.496 -2.982
C -0.065 -0.937 -3.719
C 0.033 -0.832 -5.093
C 1.183 -1.281 -5.738
C 2.223 -1.835 -5.009
C 2.120 -1.952 -3.629
H 2.553 -1.240 0.598
H 3.689 -2.990 1.928
H 3.420 -5.369 1.313
H 2.050 -5.996 -0.641
H 0.941 -4.251 -1.991
H -0.967 -0.621 -3.211
H -0.784 -0.419 -5.668
H 1.261 -1.205 -6.814
H 3.115 -2.184 -5.511
H 2.929 -2.388 -3.059
C 0.556 4.422 1.843
Ge 1.878 3.163 1.143
C 2.976 2.519 2.608
C 2.935 4.070 -0.188
C 1.109 1.581 0.221
H 1.090 5.336 2.107
H 0.070 4.089 2.766
H -0.204 4.713 1.114
H 3.680 3.294 2.911
H 3.559 1.649 2.303
H 2.392 2.256 3.490
H 3.477 4.903 0.258
H 2.307 4.461 -0.990
H 3.662 3.383 -0.622
H 1.919 0.941 -0.132
H 0.613 1.927 -0.714
```



(4)
Computed, not measured: a gas-phase ion, C28H39N4O3S2 (charge +1) at a distorted geometry, with ωB97M-V with the def2-TZVPD basis set.

Its structure (SMILES) is CCN(CC)CCN(C(=O)c1ccc(S(=O)(=O)[N@@H+](C)C2CCCCC2)cc1)c1nc2c(C)cccc2s1. Its LUMO energy is -0.129 Ha. For the orbital gap, the calculation gives 6.6684 eV. As for the charge: +1.

```
76
C28H39N4O3S2 | OMol25 | ωB97M-V with the def2-TZVPD basis set
C -2.245 3.258 6.355
C -1.890 3.378 4.878
N -2.667 2.485 4.036
C -2.574 2.810 2.624
C -3.683 2.166 1.798
C -2.617 1.091 4.386
C -1.240 0.378 4.388
N -0.634 0.279 3.067
C -1.187 -0.598 2.177
O -2.152 -1.281 2.436
C -0.517 -0.728 0.837
C 0.611 -1.539 0.700
C 1.134 -1.792 -0.552
C 0.490 -1.266 -1.661
S 1.230 -1.472 -3.253
O 0.659 -0.642 -4.251
O 2.638 -1.645 -3.166
N 0.801 -3.260 -3.879
C 1.140 -4.217 -2.828
C -0.526 -3.487 -4.519
C -0.517 -2.973 -5.956
C -1.855 -3.301 -6.622
C -3.010 -2.689 -5.836
C -2.991 -3.176 -4.391
C -1.653 -2.828 -3.735
C -0.639 -0.472 -1.551
C -1.155 -0.221 -0.295
C 0.438 1.055 2.710
N 0.806 1.216 1.489
C 1.935 1.983 1.388
C 2.575 2.342 0.199
C 2.047 1.880 -1.124
C 3.707 3.133 0.298
C 4.200 3.567 1.525
C 3.570 3.228 2.706
C 2.441 2.434 2.624
S 1.438 1.853 3.924
H -1.808 4.093 6.896
H -3.323 3.291 6.480
H -1.865 2.339 6.793
H -0.801 3.239 4.748
H -2.123 4.396 4.552
H -2.688 3.896 2.549
H -1.592 2.561 2.185
H -3.699 2.611 0.806
H -3.546 1.092 1.690
H -4.643 2.345 2.274
H -3.013 0.985 5.398
H -3.283 0.543 3.721
H -1.401 -0.639 4.754
H -0.542 0.891 5.048
H 1.092 -1.947 1.575
H 2.039 -2.364 -0.671
H 1.515 -3.313 -4.612
H 1.134 -5.236 -3.216
H 0.418 -4.146 -2.016
H 2.138 -3.994 -2.452
H -0.692 -4.572 -4.534
H 0.294 -3.442 -6.519
H -0.360 -1.894 -5.958
H -1.854 -2.918 -7.641
H -1.981 -4.385 -6.673
H -3.956 -2.960 -6.303
H -2.925 -1.602 -5.855
H -3.800 -2.710 -3.828
H -3.145 -4.256 -4.363
H -1.520 -1.748 -3.768
H -1.653 -3.155 -2.693
H -1.084 -0.042 -2.433
H -2.034 0.394 -0.183
H 2.255 2.619 -1.893
H 2.524 0.943 -1.418
H 0.976 1.713 -1.058
H 4.219 3.424 -0.606
H 5.084 4.184 1.554
H 3.940 3.566 3.660
```



(5)
Computed, not measured: a molecular structure, C28H39N7PV, with ωB97M-V with the def2-TZVPD basis set.

Its LUMO energy (alpha / beta) is -0.487 / -0.486 Ha. For the orbital gap (alpha / beta), the calculation gives 6.3846 / 6.3994 eV. As for the charge: +4.

```
76
C28H39N7PV | OMol25 | ωB97M-V with the def2-TZVPD basis set
V -0.238 0.294 0.356
C -2.789 2.730 0.517
C -2.981 2.424 -0.973
C -1.999 1.416 -1.594
N -1.764 0.254 -0.722
C -2.751 -0.693 -0.503
C -3.880 -0.791 -1.307
C -4.942 -1.688 -1.231
C -5.116 -2.757 -0.364
C -4.262 -3.177 0.655
C -3.089 -2.600 1.114
C -2.437 -1.453 0.660
N -1.314 -0.953 1.305
C -1.031 -1.351 2.698
C 0.200 -2.248 2.785
C 1.269 -1.751 1.802
N 1.128 -0.309 1.590
C 1.505 0.592 2.558
C 2.331 0.221 3.632
C 2.832 0.984 4.668
C 2.621 2.335 4.952
C 1.847 3.239 4.245
C 1.121 3.038 3.077
C 0.962 1.887 2.309
N 0.178 1.894 1.161
C -0.236 3.175 0.522
C -1.633 3.656 0.894
H -2.733 1.798 1.094
H -3.704 3.209 0.867
H -2.925 3.340 -1.567
H -3.997 2.050 -1.112
H -1.023 1.877 -1.772
H -2.339 1.091 -2.581
H -3.953 -0.071 -2.112
H -5.725 -1.543 -1.966
H -6.013 -3.348 -0.505
H -4.572 -4.072 1.183
H -2.634 -3.117 1.948
H -1.901 -1.819 3.152
H -0.877 -0.430 3.262
H -0.041 -3.286 2.553
H 0.569 -2.233 3.811
H 1.124 -2.229 0.830
H 2.276 -2.017 2.124
H 2.638 -0.816 3.655
H 3.471 0.453 5.365
H 3.113 2.717 5.840
H 1.792 4.240 4.656
H 0.580 3.912 2.736
H -0.147 3.042 -0.557
H 0.526 3.919 0.757
H -1.763 4.622 0.399
H -1.680 3.858 1.967
C 3.469 -0.069 -3.766
N 3.712 -1.042 -2.584
C 3.204 -2.442 -3.008
N 1.842 -2.367 -3.407
C 1.670 -1.433 -4.521
N 2.096 -0.087 -4.133
C 1.209 0.542 -3.169
P 1.200 -0.451 -1.595
C 3.032 -0.565 -1.332
C 0.909 -2.140 -2.314
H 4.097 -0.425 -4.582
H 3.801 0.918 -3.446
H 4.720 -1.099 -2.411
H 3.352 -3.110 -2.161
H 3.837 -2.752 -3.839
H 0.627 -1.415 -4.832
H 2.272 -1.769 -5.365
H 0.200 0.588 -3.579
H 1.537 1.565 -2.967
H 3.261 -1.263 -0.527
H 3.442 0.411 -1.067
H -0.115 -2.205 -2.684
H 1.036 -2.906 -1.547
```



(6)
Computed, not measured: a molecular structure, C28H40AlClN6O4S, with ωB97M-V with the def2-TZVPD basis set.

Its LUMO energy is -0.197 Ha. For the orbital gap, the calculation gives 9.0451 eV. As for the charge: +2.

```
81
C28H40AlClN6O4S | OMol25 | ωB97M-V with the def2-TZVPD basis set
Al -0.252 -0.508 -1.543
C -3.167 -0.044 -1.042
C -3.126 1.362 -1.632
C -1.839 1.990 -2.126
C -1.850 3.358 -2.353
C -0.771 3.973 -2.957
C 0.310 3.198 -3.349
C 0.280 1.852 -3.070
N -0.760 1.248 -2.456
N -2.284 -1.017 -1.740
C -2.569 -1.050 -3.194
C -1.410 -1.678 -3.913
C -1.551 -2.336 -5.117
C -0.419 -2.850 -5.734
C 0.810 -2.703 -5.112
C 0.871 -2.043 -3.901
N -0.219 -1.525 -3.311
C -2.481 -2.380 -1.187
C -1.396 -2.783 -0.228
C -1.563 -3.804 0.687
C -0.453 -4.264 1.381
C 0.781 -3.678 1.150
C 0.860 -2.623 0.262
N -0.211 -2.184 -0.415
H -4.199 -0.402 -1.101
H -2.872 -0.043 0.005
H -3.568 2.035 -0.895
H -3.812 1.403 -2.484
H -2.723 3.930 -2.068
H -0.780 5.041 -3.135
H 1.168 3.624 -3.850
H 1.118 1.223 -3.332
H -2.692 -0.034 -3.560
H -3.500 -1.587 -3.394
H -2.531 -2.445 -5.561
H -0.501 -3.367 -6.681
H 1.716 -3.099 -5.547
H 1.809 -1.939 -3.380
H -2.437 -3.090 -2.016
H -3.471 -2.476 -0.739
H -2.536 -4.255 0.823
H -0.551 -5.083 2.082
H 1.673 -4.022 1.654
H 1.795 -2.119 0.067
C 2.261 3.431 3.838
C 2.172 4.351 2.623
C 1.407 3.793 1.425
C 2.015 2.563 0.764
N 1.835 1.335 1.553
C 0.747 0.590 1.577
S -0.574 0.887 0.486
N 0.622 -0.363 2.493
C 1.576 -0.638 3.567
C 0.969 -1.559 4.619
C 0.043 -0.874 5.624
C -1.236 -0.293 5.032
H 2.585 3.986 4.717
H 2.991 2.629 3.701
H 1.292 2.980 4.073
H 3.180 4.632 2.306
H 1.686 5.281 2.921
H 1.355 4.569 0.656
H 0.372 3.569 1.702
H 3.090 2.676 0.617
H 1.570 2.382 -0.212
H 2.533 1.154 2.259
H -0.247 -0.872 2.484
H 1.859 0.312 4.033
H 2.479 -1.083 3.136
H 1.793 -2.033 5.154
H 0.437 -2.373 4.111
H 0.601 -0.088 6.140
H -0.217 -1.607 6.390
H -1.038 0.519 4.330
H -1.874 0.113 5.815
H -1.814 -1.062 4.510
O 3.270 0.280 -2.952
Cl 3.044 -0.342 -1.699
O 3.345 -1.732 -1.708
O 3.639 0.336 -0.611
O 1.537 -0.251 -1.462
```



Which formula does entry 5 have? C28H39N7PV



Which of these has the highest charge? C28H39N7PV